5 unconnected molecules or ions with the total composition C10H20Cl10, computed with ωB97M-V/def2-TZVPD.

* calculated total energy: -4994.94769 Ha
* SMILES: ClCCCl.ClCCCl.ClCCCl.ClCCCl.ClCCCl
* HOMO energy: -0.3964 Ha

```
40
C10H20Cl10, DFT ωB97M-V/def2-TZVPD
Cl 0.0801 -1.8169 4.4833
C -1.7041 -1.5244 4.4687
C -2.0814 -0.5263 5.5952
Cl -1.4463 1.0822 5.2378
H -2.1924 -2.4699 4.7048
H -2.0190 -1.1031 3.5140
H -1.6458 -0.8802 6.5296
H -3.1439 -0.4552 5.8278
Cl 1.4032 0.2593 -5.9627
C 1.1281 1.6021 -4.8122
C 2.2711 1.7692 -3.7797
Cl 2.1563 3.3698 -3.0714
H 0.1842 1.4686 -4.2837
H 0.9790 2.5180 -5.3841
H 3.2052 1.8248 -4.3386
H 2.1983 1.0316 -2.9805
Cl -3.6810 -0.8478 1.3975
C -4.9694 -1.0666 0.1719
C -4.3087 -1.3835 -1.1515
Cl -5.5154 -2.0850 -2.2369
H -5.6853 -0.2448 0.1555
H -5.5072 -1.9356 0.5508
H -3.4928 -2.0982 -1.0438
H -3.9295 -0.5504 -1.7433
Cl 0.3521 1.2852 -0.5060
C 0.0687 -0.4856 -0.8076
C 0.0252 -1.2435 0.4818
Cl 0.0307 -2.9903 0.1649
H 0.9649 -0.8087 -1.3371
H -0.8993 -0.4603 -1.3080
H -0.8329 -1.0611 1.1288
H 0.8881 -1.0617 1.1225
Cl 4.8309 0.1838 -1.8170
C 5.2162 1.3410 -0.5793
C 4.0810 1.3392 0.4071
Cl 4.3367 2.6071 1.5932
H 5.2787 2.3216 -1.0512
H 6.2216 1.1284 -0.2160
H 4.0199 0.4004 0.9575
H 3.1342 1.5673 -0.0824
```

Here are the Löwdin charges for atoms 1 to 4, given in e: atom 1 (Cl): 0.52, atom 2 (C): -0.63, atom 3 (C): -0.68, atom 4 (Cl): 0.55